# 1
# C21H28Cl3EuO4

A structure of composition C21H28Cl3EuO4 (the ωB97M-V functional and the def2-TZVPD basis, the OMol25 dataset).

Results
* orbital gap (spin up / spin down): 0.1683 / 0.2124 Ha
* 2S+1: 8
* calculated total energy: -3208.913827 Eh
* total charge: -1
* M: 602.77 Da

Last column: Löwdin charge in e.
Element x y z (Å)
O1 0.20 -0.02 -4.64  -0.101
C1 0.09 1.27 -5.34  -0.141
C2 -0.10 0.65 -6.72  -0.095
H1 1.03 1.84 -5.28  0.120
H2 -0.78 1.86 -5.02  0.120
C3 0.07 -0.67 -5.94  -0.587
H3 0.68 0.86 -7.43  0.107
H4 -1.10 0.78 -7.14  0.109
C4 1.32 -1.38 -6.42  -0.028
H5 2.19 -0.71 -6.47  0.090
H6 1.12 -1.73 -7.43  0.088
H7 1.54 -2.25 -5.81  0.088
C5 -1.14 -1.56 -6.06  -0.024
H8 -2.06 -1.03 -5.81  0.092
H9 -1.01 -2.46 -5.45  0.089
H10 -1.21 -1.88 -7.11  0.088
Eu1 0.12 -0.03 3.00  1.641
C6 -2.33 -0.78 4.35  -0.238
C7 -2.30 0.62 4.59  -0.219
C8 -2.54 1.28 3.34  -0.224
H11 -2.16 1.12 5.55  0.081
C9 -2.71 0.28 2.34  -0.256
C10 -2.57 -0.99 2.96  -0.258
H12 -2.69 -1.96 2.46  0.078
H13 -2.23 -1.56 5.11  0.081
H14 -2.63 2.36 3.18  0.072
H15 -2.98 0.46 1.29  0.072
C11 1.11 -2.07 4.65  -0.222
C12 0.22 -2.71 3.73  -0.243
C13 0.78 -2.61 2.42  -0.260
H16 -0.71 -3.21 3.99  0.078
C14 2.04 -1.94 2.53  -0.256
C15 2.25 -1.61 3.91  -0.236
H17 3.13 -1.12 4.32  0.081
H18 0.97 -1.98 5.73  0.088
H19 0.35 -3.00 1.49  0.072
H20 2.73 -1.74 1.70  0.074
O2 0.01 0.31 0.62  -0.331
C16 -0.31 -0.61 -0.46  -0.173
C17 -0.50 0.26 -1.68  -0.161
H21 -1.22 -1.16 -0.15  0.121
H22 0.53 -1.31 -0.55  0.119
C18 0.30 1.55 -1.39  -0.155
H23 -1.57 0.51 -1.76  0.120
H24 -0.16 -0.22 -2.60  0.081
C19 0.30 1.66 0.12  -0.174
H25 -0.13 2.43 -1.87  0.109
H26 1.35 1.43 -1.73  0.117
H27 -0.50 2.30 0.50  0.122
H28 1.26 1.97 0.56  0.117
Cl1 3.30 2.23 6.31  0.573
C20 1.98 3.08 5.45  -1.496
Cl2 0.81 3.76 6.60  0.578
Cl3 2.65 4.35 4.41  0.568
C21 1.24 1.99 4.56  -0.803
O3 0.63 1.06 5.17  -0.156
O4 1.30 2.07 3.29  -0.196

# 2
# C21H28ClN3O2Sc

A structure of composition C21H28ClN3O2Sc (the ωB97M-V functional and the def2-TZVPD basis, the OMol25 dataset).

Results
* orbital gap (spin up / spin down): 0.1445 / 0.1447 Ha
* 2S+1: 1
* relative energy (zero: lowest compared OMol25 entry of this formula, charge and spin): 0.0 kcal per mole
* calculated total energy: -2352.749628 Eh
* total charge: -1
* M: 434.88 Da

Last column: Löwdin charge in e.
Element x y z (Å)
Sc1 1.20 -0.02 0.95  0.524
Cl1 2.83 -0.06 -0.71  -0.029
N1 0.32 1.95 0.69  -0.026
N2 0.26 -1.96 0.70  -0.025
C1 -0.43 2.73 -0.11  -0.412
C2 -0.49 -2.73 -0.10  -0.409
C3 1.18 2.89 1.48  -0.570
C4 1.30 4.06 0.51  -0.077
C5 2.53 2.27 1.86  -0.088
C6 0.42 3.33 2.73  -0.037
H1 3.08 1.97 0.96  0.025
H2 2.40 1.42 2.55  0.051
H3 3.13 3.02 2.38  0.096
H4 -0.47 3.88 2.42  0.092
H5 1.06 4.00 3.32  0.081
H6 0.13 2.46 3.32  0.044
C7 1.09 -2.91 1.53  -0.568
C8 1.18 -4.10 0.59  -0.079
C9 0.29 -3.30 2.77  -0.037
C10 2.44 -2.33 1.91  -0.088
H7 3.02 -2.06 1.02  0.026
H8 3.01 -3.09 2.45  0.096
H9 2.34 -1.47 2.60  0.050
H10 -0.62 -3.83 2.45  0.093
H11 0.02 -2.42 3.35  0.044
H12 0.90 -3.99 3.38  0.081
O1 -0.02 -3.96 -0.26  -0.037
H13 1.12 -5.08 1.09  0.127
H14 2.06 -4.05 -0.08  0.129
O2 0.08 3.94 -0.31  -0.036
H15 2.16 3.97 -0.17  0.129
H16 1.28 5.05 1.00  0.127
C11 -1.76 2.45 -0.72  -0.079
C12 -1.80 -2.44 -0.75  -0.077
C13 -1.84 -1.19 -1.60  -0.174
H17 -2.52 -2.32 0.08  0.117
H18 -2.08 -3.32 -1.34  0.109
C14 -2.15 0.01 -0.98  0.002
C15 -1.82 1.21 -1.58  -0.174
H19 -2.61 0.00 0.01  0.124
C16 -1.59 1.24 -2.97  -0.221
C17 -1.45 0.02 -3.65  -0.009
C18 -1.50 2.54 -3.72  -0.056
C19 -1.61 -1.20 -2.99  -0.222
H20 -1.24 0.03 -4.74  0.114
C20 -1.53 -2.49 -3.75  -0.057
H21 -1.48 -2.28 -4.83  0.067
H22 -2.43 -3.10 -3.58  0.078
H23 -0.66 -3.10 -3.49  0.085
H24 -2.40 3.15 -3.55  0.078
H25 -1.45 2.33 -4.79  0.067
H26 -0.63 3.14 -3.45  0.085
H27 -2.05 3.34 -1.29  0.110
H28 -2.45 2.33 0.13  0.117
N3 -0.12 0.03 4.16  -0.049
C21 0.41 0.02 3.11  -0.334

# 3
# C21H28EuF5O2

A structure of composition C21H28EuF5O2 (the ωB97M-V functional and the def2-TZVPD basis, the OMol25 dataset).

Results
* orbital gap (spin up / spin down): 0.2280 / 0.2855 Ha
* 2S+1: 7
* calculated total energy: -2177.005046 Eh
* M: 559.41 Da

Last column: Löwdin charge in e.
Element x y z (Å)
O1 1.84 2.44 -1.76  -0.137
C1 1.76 2.62 -3.22  -0.165
C2 2.95 3.57 -3.32  -0.061
H1 0.80 3.06 -3.52  0.126
H2 1.94 1.67 -3.76  0.106
C3 2.97 3.38 -1.76  -0.551
H3 2.71 4.56 -3.70  0.115
H4 3.81 3.10 -3.82  0.116
C4 2.60 4.60 -0.93  -0.019
H5 1.61 4.98 -1.20  0.090
H6 3.33 5.42 -1.04  0.092
H7 2.58 4.33 0.13  0.087
C5 4.23 2.70 -1.27  -0.023
H8 4.37 1.74 -1.77  0.087
H9 4.18 2.51 -0.19  0.088
H10 5.12 3.31 -1.45  0.095
Eu1 -1.03 -1.05 1.50  1.974
C6 -0.46 -3.87 2.52  -0.201
C7 -1.26 -4.24 1.41  -0.166
C8 -0.56 -3.89 0.22  -0.185
H11 -2.21 -4.77 1.45  0.094
C9 0.68 -3.28 0.60  -0.251
C10 0.74 -3.26 2.03  -0.252
H12 1.57 -2.90 2.64  0.083
H13 -0.71 -4.07 3.57  0.094
H14 -0.88 -4.11 -0.80  0.093
H15 1.47 -2.97 -0.08  0.074
C11 -2.02 -1.43 4.17  -0.177
C12 -0.62 -1.18 4.23  -0.233
C13 -0.38 0.16 3.79  -0.254
H16 0.13 -1.88 4.61  0.095
C14 -1.65 0.73 3.43  -0.241
C15 -2.65 -0.26 3.67  -0.200
H17 -3.72 -0.13 3.54  0.090
H18 -2.54 -2.34 4.50  0.111
H19 0.58 0.67 3.78  0.088
H20 -1.84 1.76 3.08  0.099
O2 -0.85 0.26 -0.77  -0.265
C16 0.61 0.15 -0.75  -0.212
C17 1.04 -0.43 -2.11  -0.129
H21 0.98 -0.50 0.09  0.072
H22 0.99 1.15 -0.55  0.100
C18 -0.18 -0.26 -3.03  -0.131
H23 1.27 -1.49 -1.92  0.105
H24 1.94 0.03 -2.50  0.093
C19 -1.37 -0.15 -2.08  -0.140
H25 -0.30 -1.08 -3.73  0.118
H26 -0.12 0.67 -3.60  0.094
H27 -1.86 -1.13 -1.94  0.106
H28 -2.14 0.57 -2.37  0.132
F1 -3.89 -3.02 1.37  -0.007
C20 -3.46 -1.93 0.66  -0.429
F2 -3.23 -2.38 -0.64  -0.031
C21 -4.48 -0.81 0.65  -0.565
F3 -5.42 -1.04 -0.28  0.126
F4 -5.10 -0.74 1.86  0.106
F5 -3.89 0.40 0.37  0.077

# 4
# C21H28F5InO2

A structure of composition C21H28F5InO2 (the ωB97M-V functional and the def2-TZVPD basis, the OMol25 dataset).

Results
* orbital gap (spin up / spin down): 0.1952 / 0.1895 Ha
* 2S+1: 1
* relative energy (zero: lowest compared OMol25 entry of this formula, charge and spin): 103.7 kcal per mole
* calculated total energy: -1656.568293 Eh
* M: 522.26 Da

Last column: Löwdin charge in e.
Element x y z (Å)
O1 -0.11 -0.89 -2.85  -0.333
C1 -0.17 0.37 -3.64  -0.218
C2 0.05 -0.12 -5.03  -0.082
H1 0.70 1.00 -3.41  0.108
H2 -1.13 0.89 -3.54  0.136
C3 0.01 -1.48 -4.27  -0.482
H3 1.01 0.29 -5.44  0.135
H4 -0.84 0.15 -5.63  0.121
C4 1.31 -2.30 -4.36  -0.021
H5 2.23 -1.73 -4.16  0.089
H6 1.48 -2.78 -5.33  0.092
H7 1.25 -3.10 -3.62  0.086
C5 -1.22 -2.32 -4.73  -0.016
H8 -2.11 -1.69 -4.86  0.088
H9 -1.43 -3.05 -3.94  0.084
H10 -1.08 -2.87 -5.68  0.101
In1 -0.49 -1.10 -0.16  1.024
C6 -2.54 -1.58 4.12  -0.138
C7 -1.92 -0.32 4.29  -0.121
C8 -2.25 0.47 3.16  -0.144
H11 -1.34 -0.04 5.13  0.076
C9 -3.05 -0.31 2.30  -0.206
C10 -3.27 -1.57 2.91  -0.133
H12 -3.85 -2.38 2.50  0.079
H13 -2.48 -2.40 4.83  0.079
H14 -1.99 1.48 2.97  0.077
H15 -3.46 0.02 1.36  0.061
C11 0.92 -2.41 4.52  -0.084
C12 0.14 -3.37 3.85  -0.103
C13 0.61 -3.46 2.51  -0.091
H16 -0.70 -3.94 4.29  0.102
C14 1.70 -2.53 2.38  -0.159
C15 1.84 -1.85 3.60  -0.082
H17 2.58 -1.10 3.80  0.104
H18 0.83 -2.14 5.57  0.111
H19 0.26 -4.13 1.70  0.108
H20 2.28 -2.43 1.48  0.076
O2 2.04 4.19 -2.33  -0.153
C16 2.15 2.92 -1.52  -0.141
C17 0.72 2.60 -1.03  -0.190
H21 2.84 3.01 -0.62  0.126
H22 2.59 2.12 -2.15  0.105
C18 -0.16 3.83 -1.23  -0.153
H23 0.68 2.09 -0.06  0.066
H24 0.36 1.84 -1.74  0.048
C19 0.61 4.62 -2.29  -0.176
H25 -0.27 4.35 -0.25  0.129
H26 -1.09 3.51 -1.65  0.095
H27 0.57 5.70 -2.24  0.106
H28 0.05 4.43 -3.24  0.110
F1 0.04 2.09 1.85  0.006
C20 0.53 1.02 2.53  -0.288
F2 1.67 0.65 1.89  0.011
C21 0.70 1.37 3.99  -0.543
F3 0.89 0.23 4.70  0.079
F4 1.75 2.16 4.31  0.128
F5 -0.42 1.97 4.46  0.113

What did the second record say?
# C21H28ClN3O2Sc

A structure of composition C21H28ClN3O2Sc (the ωB97M-V functional and the def2-TZVPD basis, the OMol25 dataset).

Results
* orbital gap (spin up / spin down): 0.1445 / 0.1447 Ha
* 2S+1: 1
* relative energy (zero: lowest compared OMol25 entry of this formula, charge and spin): 0.0 kcal per mole
* calculated total energy: -2352.749628 Eh
* total charge: -1
* M: 434.88 Da

Last column: Löwdin charge in e.
Element x y z (Å)
Sc1 1.20 -0.02 0.95  0.524
Cl1 2.83 -0.06 -0.71  -0.029
N1 0.32 1.95 0.69  -0.026
N2 0.26 -1.96 0.70  -0.025
C1 -0.43 2.73 -0.11  -0.412
C2 -0.49 -2.73 -0.10  -0.409
C3 1.18 2.89 1.48  -0.570
C4 1.30 4.06 0.51  -0.077
C5 2.53 2.27 1.86  -0.088
C6 0.42 3.33 2.73  -0.037
H1 3.08 1.97 0.96  0.025
H2 2.40 1.42 2.55  0.051
H3 3.13 3.02 2.38  0.096
H4 -0.47 3.88 2.42  0.092
H5 1.06 4.00 3.32  0.081
H6 0.13 2.46 3.32  0.044
C7 1.09 -2.91 1.53  -0.568
C8 1.18 -4.10 0.59  -0.079
C9 0.29 -3.30 2.77  -0.037
C10 2.44 -2.33 1.91  -0.088
H7 3.02 -2.06 1.02  0.026
H8 3.01 -3.09 2.45  0.096
H9 2.34 -1.47 2.60  0.050
H10 -0.62 -3.83 2.45  0.093
H11 0.02 -2.42 3.35  0.044
H12 0.90 -3.99 3.38  0.081
O1 -0.02 -3.96 -0.26  -0.037
H13 1.12 -5.08 1.09  0.127
H14 2.06 -4.05 -0.08  0.129
O2 0.08 3.94 -0.31  -0.036
H15 2.16 3.97 -0.17  0.129
H16 1.28 5.05 1.00  0.127
C11 -1.76 2.45 -0.72  -0.079
C12 -1.80 -2.44 -0.75  -0.077
C13 -1.84 -1.19 -1.60  -0.174
H17 -2.52 -2.32 0.08  0.117
H18 -2.08 -3.32 -1.34  0.109
C14 -2.15 0.01 -0.98  0.002
C15 -1.82 1.21 -1.58  -0.174
H19 -2.61 0.00 0.01  0.124
C16 -1.59 1.24 -2.97  -0.221
C17 -1.45 0.02 -3.65  -0.009
C18 -1.50 2.54 -3.72  -0.056
C19 -1.61 -1.20 -2.99  -0.222
H20 -1.24 0.03 -4.74  0.114
C20 -1.53 -2.49 -3.75  -0.057
H21 -1.48 -2.28 -4.83  0.067
H22 -2.43 -3.10 -3.58  0.078
H23 -0.66 -3.10 -3.49  0.085
H24 -2.40 3.15 -3.55  0.078
H25 -1.45 2.33 -4.79  0.067
H26 -0.63 3.14 -3.45  0.085
H27 -2.05 3.34 -1.29  0.110
H28 -2.45 2.33 0.13  0.117
N3 -0.12 0.03 4.16  -0.049
C21 0.41 0.02 3.11  -0.334

> What is the 2S+1 in the third record?

7